Here is C4H4Cl2N2O3RuSTm as an isolated structure at a distorted geometry from OMol25. Energies are from the ωB97M-V functional and the def2-TZVPD basis.

Expectation value of S²   15.775
Net charge   +4
DFT total energy   -2986.74302 Eh
ΔE to the lowest compared entry with this formula, charge and spin   298.9 kJ/mol
HOMO energy (alpha / beta)   -0.8766 / -0.8424 hartree
Kohn-Sham gap (alpha / beta)   8.136 / 2.497 eV
Spin multiplicity   8
Maximum force   0.208 hartree/bohr

Geometry (Å):
Tm -2.2141 -0.8688 -0.2320
Ru 2.7358 0.0166 -0.5368
Cl -3.5406 -1.2015 -2.2081
Cl -3.8224 3.5708 1.4184
C 3.3010 1.7440 -0.8927
C 3.3297 -1.2611 -1.7449
C 0.9131 0.0030 -0.7572
O 3.5102 2.8661 -1.1582
O 3.5556 -2.0414 -2.5802
O -0.3113 -0.0478 -0.8224
N -1.2445 0.6194 1.9104
C -1.2541 -0.6386 2.4458
N -0.1321 -1.0097 3.1208
S -2.4293 -1.8273 2.0334
H -0.5042 1.2860 2.1973
H -2.0884 1.0856 1.5290
H -0.1204 -1.9667 3.4998
H 0.3158 -0.3285 3.7316

Atomic forces in eV per Å
Tm -0.618 -0.265 -0.549
Ru -1.738 -1.001 2.871
Cl -0.570 -0.105 -0.621
Cl -0.274 0.287 0.023
C 2.654 10.151 -2.090
C 2.800 -6.912 -6.819
C -5.045 -0.331 0.636
O -1.006 -5.805 1.291
O -1.008 3.710 3.907
O 5.292 0.461 -0.539
N -0.403 0.552 -0.363
C 2.145 -0.505 0.528
N -1.992 0.166 0.038
S -0.332 -0.098 0.813
H -0.612 -0.479 -0.262
H 0.468 -0.245 1.381
H 0.013 0.420 -0.138
H 0.226 0.000 -0.107



Here is one molecule with the formula C4H4Cl2O at a distorted geometry from OMol25. Energies are from the ωB97M-V functional and the def2-TZVPD basis.

DFT total energy   -1150.40904 Eh
ΔE to the lowest compared entry with this formula, charge and spin   18.2 kJ/mol
HOMO energy   -0.3885 hartree
Kohn-Sham gap   10.259 eV
Spin multiplicity   1
SMILES string   C=C(CCl)C(=O)Cl
Maximum force   0.063 hartree/bohr

Geometry (Å):
C -0.2408 -0.9427 1.2255
C -0.0741 -0.0513 0.2155
C 1.1729 0.7514 -0.0655
Cl 2.0606 -0.0279 -1.4040
C -1.0967 0.1759 -0.8882
O -1.2368 1.2623 -1.4486
Cl -2.1305 -1.1233 -1.3508
H 0.4506 -1.2466 2.0430
H -1.2132 -1.4155 1.3342
H 1.6648 0.9677 0.8640
H 0.6432 1.6500 -0.5250

Atomic forces in eV per Å
C -0.426 0.615 -0.461
C 0.416 -1.758 0.564
C -2.924 0.986 -0.944
Cl 0.371 0.133 0.462
C -0.330 2.978 -0.443
O 0.587 -2.602 1.334
Cl -0.182 -0.571 0.088
H -0.149 0.826 -0.984
H 0.077 -0.100 -0.224
H 0.933 -0.021 -0.104
H 1.627 -0.486 0.712



Here is C4H4Cl4F12NO12P3S2V3 as an isolated structure at a distorted geometry from OMol25. Energies are from the ωB97M-V functional and the def2-TZVPD basis.

Expectation value of S²   30.030
Net charge   -1
DFT total energy   -8804.34676 Eh
HOMO energy (alpha / beta)   -0.2106 / -0.2426 hartree
Kohn-Sham gap (alpha / beta)   5.703 / 6.505 eV
Spin multiplicity   11
Maximum force   0.249 hartree/bohr

Geometry (Å):
V 1.5640 -1.9583 -1.3729
V -0.3987 0.3216 0.5688
V -2.1471 -2.0065 -1.0935
P -0.3359 -0.3815 -1.7871
O -1.6439 0.0542 -1.1919
O 0.8956 0.0308 -1.0234
O -0.3310 -1.7179 -2.4646
O -0.2494 -1.3844 -0.5791
P -2.9390 -1.6529 1.4307
O -1.8377 -0.6052 1.5732
O -2.5073 -2.9671 0.7065
O -3.8693 -1.5767 0.1787
O -3.9118 -2.1359 2.5959
P -0.4909 3.5131 1.1148
F -0.2260 3.9517 -0.4141
F -1.6956 4.5942 1.1392
F -1.4156 2.3135 0.5740
F -0.6309 3.2217 2.7140
F 0.7817 2.4381 1.0182
F 0.5274 4.7799 1.4568
C 4.0861 0.2988 0.9258
F 4.8193 0.7904 1.9386
F 3.2563 1.2357 0.4014
F 4.8688 -0.1786 -0.0067
S 2.9488 -1.0913 1.5184
O 3.4934 -1.5725 2.7806
O 1.6090 -0.4567 1.5656
N 3.0104 -2.2230 0.1325
S 4.0451 -3.2621 0.6648
O 5.2709 -2.7212 1.2193
O 3.4626 -4.3928 1.3606
C 4.7319 -3.8386 -1.0738
F 5.3377 -2.8087 -1.6796
F 5.5955 -4.8563 -0.7900
F 3.7198 -4.3461 -1.7894
C -5.1429 1.0760 0.0845
Cl -5.1329 2.9058 0.1253
Cl -6.7204 0.4901 -0.6193
H -4.3226 0.6632 -0.5027
H -5.0649 0.6793 1.0968
C -2.7132 2.8595 -2.4607
Cl -2.7052 4.5993 -1.9814
Cl -1.1397 2.4416 -3.1141
H -3.0351 2.1868 -1.6657
H -3.4174 2.6890 -3.2750

Atomic forces in eV per Å
V -1.558 0.194 1.159
V 0.108 -0.704 1.235
V 0.004 0.084 1.085
P -0.619 -1.515 2.678
O -3.302 3.749 -2.521
O 7.147 7.488 -4.611
O 0.345 -1.351 -9.698
O -2.087 -7.951 9.789
P -4.365 -2.010 6.654
O -1.418 -0.641 0.416
O 2.026 -1.973 -1.176
O 0.078 1.407 -2.816
O 3.669 2.667 -2.447
P 2.259 4.896 0.362
F 0.048 -1.015 -0.696
F -0.462 -1.322 0.462
F -0.978 -0.616 0.742
F -0.402 -0.641 -1.621
F -0.499 0.108 0.357
F 0.066 -1.271 0.673
C -0.914 0.708 0.226
F -0.923 -0.372 -0.962
F 1.349 -0.703 0.646
F 0.531 0.232 -0.459
S -2.340 1.478 1.614
O -1.108 0.326 -2.236
O 2.278 -1.497 -0.322
N -1.014 3.113 2.460
S 3.799 -4.086 -0.279
O -0.992 0.074 -0.568
O 0.167 1.085 -1.156
C -0.068 -0.545 3.048
F -0.457 -1.137 -0.111
F -0.617 1.336 -0.910
F 0.134 0.379 -0.803
C -0.794 0.408 0.033
Cl 0.199 -1.424 -0.046
Cl 0.966 0.262 0.322
H -0.220 0.433 -0.133
H -0.192 0.300 -0.097
C -0.817 0.581 -0.240
Cl -0.374 -1.078 -0.272
Cl 0.658 -0.364 -0.143
H 0.652 0.421 0.319
H 0.035 0.488 0.043